Density functional theory data (wB97M-V/def2-TZVPD) for C2H4P2 as an isolated structure in a non-equilibrium geometry.

```
8
Properties=species:S:1:pos:R:3:mulliken_charge:R:1
P 0.509 -0.922 -0.006 -0.002
P -0.128 1.291 -1.443 -0.111
C 0.543 0.492 1.059 -0.488
C -0.755 -0.257 -1.102 -0.224
H 1.558 0.765 1.461 0.247
H -1.538 -0.881 -1.536 0.359
H -0.094 -1.770 0.900 0.006
H -0.094 1.283 0.667 0.214
```

Computed properties:
E_tot ... -761.13456 Eh
Energy relative to the best compared isomer or geometry (same formula, charge and spin) ... 75.5 kcal per mole
Net charge ... 0